# 1
Density functional theory data (the ωB97M-V functional and the def2-TZVPD basis) for a cluster of 12 separate species, C22H69N13O13 in total.

Its structure (SMILES) is COCCNCCOC.NC(N)=O.NC(N)=O.NC(N)=O.NC(N)=O.NC(N)=O.NC(N)=O.CCO.CCO.CCO.CCO.CCO. The energy above the lowest of the compared OMol25 structures with the same formula, charge and spin is 78.4 kcal/mol.

Geometry (Å):
C -8.802 -0.274 -5.423
O -8.258 -0.150 -4.112
C -8.638 0.996 -3.384
C -7.984 0.943 -1.983
N -6.516 1.141 -1.918
C -5.999 1.017 -0.529
C -4.514 1.098 -0.389
O -4.068 0.753 0.941
C -2.675 0.383 0.957
H -9.881 -0.397 -5.333
H -8.534 -1.197 -5.937
H -8.475 0.486 -6.133
H -9.725 0.992 -3.305
H -8.390 1.841 -4.027
H -8.305 -0.024 -1.596
H -8.495 1.681 -1.364
H -6.123 0.413 -2.497
H -6.462 0.106 -0.149
H -6.430 1.783 0.115
H -4.014 2.022 -0.680
H -4.067 0.368 -1.064
H -2.493 -0.566 0.453
H -2.359 0.277 1.995
H -2.110 1.190 0.489
N 2.605 2.989 -2.769
C 3.521 2.116 -3.151
N 4.680 2.301 -2.656
O 3.326 1.269 -3.999
H 2.669 3.880 -2.298
H 1.680 2.635 -2.966
H 5.495 1.821 -3.010
H 4.757 3.142 -2.102
N 2.401 -1.147 3.096
C 2.857 -0.257 3.858
N 1.960 0.041 4.785
O 3.964 0.248 3.993
H 1.438 -1.370 3.308
H 3.001 -1.529 2.379
H 2.345 0.617 5.520
H 1.040 -0.370 4.716
N 3.224 3.846 1.533
C 3.552 4.228 2.696
N 4.165 3.251 3.312
O 3.330 5.348 3.125
H 3.654 2.996 1.197
H 2.777 4.469 0.876
H 4.591 3.473 4.201
H 4.321 2.370 2.842
N 0.363 0.272 -4.229
C -0.387 1.287 -3.977
N -1.504 1.243 -4.637
O -0.100 2.186 -3.190
H 1.307 0.115 -3.905
H 0.015 -0.481 -4.805
H -2.101 2.054 -4.557
H -1.644 0.484 -5.288
N -2.618 -1.757 4.685
C -1.553 -1.984 3.962
N -1.580 -3.203 3.500
O -0.703 -1.128 3.718
H -3.282 -2.450 5.000
H -2.751 -0.790 4.946
H -2.368 -3.797 3.716
H -0.860 -3.412 2.824
N 5.562 0.050 -0.317
C 5.500 0.387 0.934
N 5.825 -0.632 1.680
O 5.209 1.504 1.343
H 5.288 0.761 -0.979
H 6.171 -0.712 -0.579
H 5.729 -0.409 2.661
H 6.498 -1.269 1.278
C 4.295 -3.041 -1.517
C 3.896 -2.357 -2.854
O 2.463 -2.463 -2.950
H 5.369 -2.885 -1.423
H 4.075 -4.109 -1.532
H 3.866 -2.560 -0.638
H 4.369 -2.792 -3.734
H 4.070 -1.286 -2.745
H 2.031 -1.682 -2.596
C -0.793 2.148 3.680
C 0.369 2.944 3.273
O 0.459 4.196 3.959
H -0.661 1.178 3.202
H -1.796 2.491 3.425
H -0.893 1.861 4.727
H 0.248 3.099 2.201
H 1.294 2.367 3.281
H 0.860 4.890 3.431
C -2.369 -2.858 -1.501
C -1.213 -1.922 -1.714
O -0.527 -1.689 -0.460
H -3.004 -2.656 -0.639
H -1.894 -3.826 -1.347
H -3.092 -2.967 -2.310
H -1.626 -0.970 -2.046
H -0.386 -2.189 -2.372
H 0.209 -1.103 -0.653
C 2.244 -4.562 2.169
C 1.538 -3.780 1.067
O 0.243 -3.580 1.469
H 3.281 -4.563 1.832
H 1.915 -5.601 2.203
H 2.124 -4.198 3.190
H 1.698 -4.374 0.167
H 1.966 -2.791 0.905
H -0.173 -3.028 0.804
C 1.436 0.843 0.913
C 2.138 0.172 -0.269
O 1.357 0.127 -1.411
H 0.833 1.640 0.480
H 2.168 1.285 1.589
H 0.745 0.193 1.449
H 2.400 -0.843 0.028
H 3.110 0.622 -0.473
H 1.306 1.054 -1.657

---

# 2
Density functional theory data (the ωB97M-V functional and the def2-TZVPD basis) for a structure of composition C22H70FInO13S9.

Its total charge is +2. Its total energy is -5730.9902 Eh.

Geometry (Å):
In 0.055 0.106 0.034
F -1.434 -2.499 0.062
C -3.283 -5.141 -1.581
O -2.353 -4.110 -2.071
H -3.991 -4.679 -0.892
H -3.861 -5.588 -2.389
H -2.794 -5.947 -1.034
H -1.932 -3.638 -1.348
C -0.001 -1.649 -3.872
O -0.834 -1.193 -2.852
H 0.413 -2.651 -3.755
H -0.525 -1.626 -4.827
H 0.896 -1.033 -3.945
H -1.540 -1.838 -2.761
C -1.049 -5.988 1.229
O -1.966 -4.918 1.443
H -1.175 -6.585 0.326
H -0.021 -5.661 1.380
H -1.277 -6.770 1.952
H -1.716 -4.127 0.959
C 0.147 -2.305 3.355
O 0.329 -1.970 2.044
H 0.832 -1.887 4.093
H -0.848 -2.193 3.784
H 0.353 -3.370 3.468
H -0.349 -2.377 1.500
C 4.116 -1.171 3.005
S 4.095 -0.582 1.190
O 2.689 -0.205 0.943
C 5.018 1.036 1.435
H 3.343 -1.872 3.319
H 3.969 -0.377 3.738
H 5.101 -1.555 3.270
H 4.277 1.603 1.999
H 5.108 1.518 0.461
H 5.960 0.835 1.946
C 1.686 4.685 1.819
S 2.357 3.312 0.830
O 1.249 2.902 -0.163
C 3.709 4.214 -0.052
H 2.230 5.030 2.699
H 0.728 4.455 2.284
H 1.453 5.440 1.068
H 4.337 3.461 -0.528
H 4.169 5.007 0.537
H 3.202 4.788 -0.827
C -1.226 2.036 -4.882
S 0.143 1.970 -3.652
O -0.486 1.626 -2.284
C 0.568 3.789 -3.610
H -2.135 2.286 -4.335
H -1.245 1.155 -5.523
H -1.136 2.865 -5.584
H 1.142 4.252 -4.412
H 0.969 3.938 -2.607
H -0.404 4.270 -3.712
C 3.656 -4.020 -0.228
S 1.807 -3.807 -0.170
O 1.637 -2.346 -0.726
C 1.312 -4.850 -1.635
H 4.168 -3.456 0.551
H 4.041 -3.905 -1.242
H 3.954 -5.026 0.068
H 1.693 -5.871 -1.589
H 1.811 -4.522 -2.547
H 0.228 -4.893 -1.737
C -3.977 0.627 4.032
S -3.469 0.233 2.291
O -1.917 0.069 2.085
C -4.218 -1.518 2.091
H -3.835 1.706 4.080
H -3.284 0.076 4.668
H -5.020 0.433 4.283
H -3.882 -2.213 2.860
H -3.853 -1.901 1.138
H -5.306 -1.500 2.033
C 1.925 2.048 4.624
S 0.202 1.829 3.982
O 0.257 0.949 2.717
C -0.397 0.749 5.392
H 2.263 3.040 4.326
H 2.618 1.299 4.239
H 2.079 2.145 5.699
H -0.050 -0.267 5.205
H -1.484 0.678 5.343
H -0.070 1.159 6.348
C 3.978 1.939 -3.623
S 3.698 0.630 -2.263
O 2.198 0.523 -2.013
C 4.260 -0.795 -3.218
H 3.666 2.870 -3.150
H 3.344 1.653 -4.462
H 5.013 2.053 -3.946
H 5.296 -0.753 -3.553
H 3.539 -0.846 -4.034
H 3.998 -1.688 -2.652
C -3.873 3.906 0.412
S -2.109 3.897 0.981
O -1.560 2.509 0.641
C -1.436 5.241 -0.056
H -3.796 3.877 -0.675
H -4.427 4.755 0.811
H -4.394 2.993 0.703
H -2.102 6.103 -0.040
H -1.378 4.841 -1.069
H -0.485 5.582 0.354
C -4.487 -1.135 -2.000
S -4.146 0.339 -0.990
O -2.677 0.539 -0.706
C -4.555 1.679 -2.214
H -3.805 -1.157 -2.850
H -5.502 -1.165 -2.396
H -4.341 -1.982 -1.330
H -5.627 1.871 -2.243
H -4.331 1.141 -3.134
H -3.914 2.558 -2.138

---

| no. | F_max (Eh/bohr) |
| --- | --- |
| 1 | 0.1393 |
| 2 | 0.0584 |